Below is a structure of composition C53H40NOP2PbSSe in a non-equilibrium geometry, with properties calculated with wB97M-V/def2-TZVPD.

Last column: Mulliken charge in e.
Cartesian coordinates (Å):
Pb -0.324 1.342 0.780  1.6381
O -1.727 -0.951 2.651  -0.8279
S -0.583 -1.103 1.729  1.2112
C -0.860 -2.381 0.574  0.4029
C -0.231 -3.596 0.823  0.2368
C -0.652 -4.801 0.244  -1.1375
C -1.778 -4.774 -0.535  -0.1997
C -2.543 -5.893 -1.188  -0.6698
C -3.742 -5.204 -1.887  -0.8774
C -3.567 -3.737 -1.591  0.6794
C -4.343 -2.660 -1.924  -1.3333
C -3.885 -1.388 -1.545  -0.4174
C -2.713 -1.175 -0.830  0.4243
P -2.233 0.549 -0.855  1.3320
C -3.586 1.549 -0.242  0.4442
C -4.304 2.438 -1.039  -0.2912
C -5.341 3.170 -0.474  -0.7739
C -5.657 3.012 0.867  -0.6028
C -4.945 2.117 1.662  -0.7703
C -3.908 1.387 1.111  -0.6607
C -1.800 1.060 -2.516  1.0316
C -1.923 0.206 -3.609  -0.6725
C -1.674 0.690 -4.887  -0.7635
C -1.287 2.007 -5.075  -0.7144
C -1.127 2.855 -3.982  -0.7468
C -1.381 2.382 -2.707  -0.8292
C -1.961 -2.292 -0.352  -1.1357
C -2.407 -3.540 -0.813  0.7713
C 0.889 -1.529 2.561  -0.8086
C 0.676 -2.043 3.827  -0.5180
C 1.714 -2.618 4.582  -1.4333
C 2.944 -2.715 3.997  0.4914
C 4.226 -3.329 4.503  -0.7724
C 5.244 -3.138 3.351  -0.8143
C 4.485 -2.391 2.285  0.0267
C 4.882 -1.943 1.057  -1.3164
C 3.959 -1.203 0.302  -0.2437
C 2.655 -0.944 0.708  0.4533
P 1.897 0.315 -0.342  0.3870
C 3.007 1.726 -0.422  1.2277
C 3.000 2.648 0.628  -0.6643
C 3.911 3.691 0.651  -0.9245
C 4.831 3.826 -0.381  -0.6275
C 4.849 2.911 -1.425  -0.8635
C 3.945 1.861 -1.448  -0.1795
C 1.610 -0.337 -1.975  1.6221
C 1.455 -1.717 -2.133  -0.7395
C 1.270 -2.246 -3.401  -0.8086
C 1.243 -1.406 -4.505  -0.8256
C 1.368 -0.029 -4.347  -1.1983
C 1.532 0.512 -3.086  -0.7290
C 2.186 -1.498 1.946  -0.6719
C 3.159 -2.171 2.707  1.3142
H 0.593 -3.631 1.521  0.4965
H -0.135 -5.721 0.480  0.5894
H -2.866 -6.616 -0.437  0.3341
H -1.909 -6.436 -1.889  0.3327
H -4.699 -5.559 -1.505  0.3732
H -3.748 -5.384 -2.962  0.3451
H -5.262 -2.758 -2.485  0.4767
H -4.468 -0.529 -1.862  0.6136
H -4.069 2.560 -2.088  0.5159
H -5.910 3.856 -1.086  0.4878
H -6.471 3.581 1.298  0.4676
H -5.210 1.984 2.702  0.5359
H -3.375 0.666 1.729  0.3836
H -2.226 -0.823 -3.474  0.4592
H -1.788 0.033 -5.739  0.4897
H -1.110 2.380 -6.075  0.4548
H -0.822 3.882 -4.130  0.5196
H -1.284 3.063 -1.867  0.2986
H -0.330 -2.024 4.228  0.7368
H 1.513 -3.002 5.572  0.4921
H 4.076 -4.379 4.753  0.3651
H 4.548 -2.834 5.420  0.3720
H 5.607 -4.091 2.965  0.3375
H 6.122 -2.574 3.666  0.3517
H 5.881 -2.105 0.676  0.5322
H 4.308 -0.787 -0.636  0.4889
H 2.315 2.544 1.464  0.3637
H 3.911 4.391 1.474  0.4946
H 5.542 4.642 -0.368  0.4461
H 5.573 3.012 -2.222  0.4688
H 3.984 1.149 -2.263  0.4577
H 1.508 -2.377 -1.276  0.3785
H 1.172 -3.316 -3.529  0.5486
H 1.129 -1.825 -5.497  0.5007
H 1.343 0.620 -5.212  0.5368
H 1.622 1.586 -2.973  0.7564
Se -1.209 4.024 0.908  0.0150
C -0.729 4.826 2.484  0.4117
C -1.333 4.453 3.697  -0.2810
C -0.987 5.173 4.822  -0.4782
N -0.134 6.205 4.818  -0.4453
C 0.413 6.560 3.654  -0.4603
C 0.176 5.900 2.459  -0.3669
H -2.046 3.642 3.743  0.4726
H -1.422 4.923 5.782  0.3877
H 1.091 7.405 3.686  0.3803
H 0.656 6.211 1.542  0.4309

## Properties
charge: +3
spin multiplicity: 1
highest occupied orbital energy: -15.6 eV
orbital gap: 0.174 Ha
energy relative to the best compared isomer or geometry (same formula, charge and spin): 0.6031 eV

=====

Below is a cluster of 13 separate species, C28H83F3N13O14 in total in a non-equilibrium geometry, with properties calculated with wB97M-V/def2-TZVPD.

Last column: Mulliken charge in e.
Cartesian coordinates (Å):
C -11.352 9.130 16.390  -0.7611
O -11.669 10.440 16.009  0.4371
O -12.547 8.449 16.112  0.6774
C -10.115 8.618 15.693  0.3140
F -9.073 8.880 16.516  -0.0986
F -10.178 7.298 15.621  -0.1730
F -9.882 9.191 14.456  -0.1391
C -11.037 11.531 16.650  2.5038
C -11.726 12.763 15.954  -1.7954
H -12.805 12.627 16.030  0.5512
H -11.451 13.624 16.564  0.5633
H -11.525 12.818 14.884  0.3804
H -9.968 11.659 16.476  -1.4831
H -11.084 11.577 17.738  -0.4320
H -11.130 9.176 17.456  0.1122
C -10.480 9.622 10.022  0.6756
O -9.523 8.974 9.572  -0.6601
N -10.567 10.107 11.233  -0.0148
N -11.598 9.754 9.315  -0.4289
H -9.847 9.989 11.932  -0.2203
H -11.474 10.433 11.532  0.1786
H -11.689 9.265 8.437  0.2463
H -12.388 10.218 9.742  0.1332
C -13.232 10.120 20.109  0.8475
O -13.502 10.953 19.202  -0.7520
N -12.770 10.262 21.313  -0.5476
N -13.407 8.853 19.999  -0.2155
H -12.331 11.170 21.259  0.2477
H -12.328 9.480 21.777  0.2599
H -13.052 8.295 20.763  0.1154
H -13.738 8.337 19.197  0.1419
C -13.265 5.766 13.790  0.4769
O -13.711 4.854 13.079  -0.7326
N -12.019 5.870 14.228  0.0236
N -13.778 6.859 14.053  -0.0158
H -11.858 6.663 14.832  -0.1099
H -11.306 5.197 13.987  0.1517
H -13.281 7.336 14.792  -0.0549
H -14.675 7.119 13.668  0.1924
C -11.710 4.680 18.551  0.6083
O -11.123 3.697 18.989  -0.7077
N -12.819 5.181 19.000  -0.2014
N -11.365 5.363 17.454  -0.0219
H -13.258 5.919 18.468  0.1177
H -13.222 4.684 19.782  0.2287
H -11.893 6.168 17.148  -0.0667
H -10.457 5.228 17.033  0.1229
C -8.841 12.741 12.453  -0.9161
C -7.784 12.590 13.555  0.0351
C -8.019 13.330 14.926  0.5952
O -8.158 14.778 14.764  -0.2520
C -6.908 15.353 14.492  -0.8807
N -7.608 11.142 13.861  -0.3310
H -9.763 12.230 12.730  0.0211
H -8.652 12.450 11.420  0.2474
H -8.906 13.829 12.443  0.2977
H -6.839 12.994 13.192  0.5367
H -7.179 13.280 15.619  -0.0037
H -8.875 12.960 15.491  -0.8153
H -6.505 15.193 13.492  0.3607
H -6.027 15.048 15.057  0.3295
H -7.104 16.425 14.472  0.2925
H -8.457 10.664 14.128  -0.1944
H -6.806 10.995 14.457  0.3041
C -8.160 4.258 22.990  -1.6215
C -7.636 5.348 22.112  0.4310
C -8.653 5.570 20.967  -0.5879
O -8.159 6.696 20.199  -0.3431
C -9.190 7.302 19.406  -0.2129
N -7.486 6.514 22.939  -0.7472
H -9.113 4.492 23.464  0.3305
H -7.488 4.135 23.838  0.4091
H -8.296 3.312 22.464  0.3868
H -6.643 5.042 21.783  0.4026
H -9.664 5.774 21.320  0.3328
H -8.453 4.699 20.344  0.3085
H -9.123 7.013 18.357  0.0857
H -9.244 8.376 19.584  -0.0080
H -10.215 7.129 19.735  0.2115
H -8.302 7.108 22.905  0.2493
H -6.797 7.103 22.495  0.3097
C -6.968 7.491 13.941  -0.4384
C -6.899 7.784 12.426  0.4676
C -8.163 7.193 11.700  -0.4655
O -8.403 5.742 11.818  -0.3847
C -7.226 5.055 11.273  -0.7560
N -6.728 9.146 12.133  -0.6443
H -7.069 6.463 14.288  0.4204
H -7.908 8.014 14.114  -0.4382
H -6.212 8.085 14.455  0.3504
H -6.042 7.248 12.019  0.4418
H -7.968 7.463 10.662  0.5086
H -9.019 7.775 12.041  -0.0789
H -7.041 5.273 10.221  0.2883
H -7.444 3.988 11.230  0.2872
H -6.385 5.226 11.945  0.2811
H -7.343 9.354 11.359  0.3618
H -7.157 9.714 12.850  0.1991
C -11.384 15.833 13.902  -1.2017
C -11.045 17.221 13.432  0.2526
C -9.680 17.743 13.724  -0.5766
O -9.520 19.124 13.313  -0.4230
C -8.178 19.527 13.577  -0.6897
N -11.242 17.295 11.968  -0.8051
H -12.382 15.411 14.021  0.5391
H -11.212 15.651 14.962  0.2676
H -10.888 15.087 13.280  0.1324
H -11.687 17.966 13.902  0.3126
H -8.867 17.167 13.283  0.2352
H -9.672 17.679 14.812  0.4497
H -7.466 18.908 13.031  0.2786
H -8.025 19.488 14.656  0.2970
H -7.947 20.529 13.215  0.2917
H -10.519 17.907 11.619  0.3357
H -12.024 17.934 11.935  0.2995
C -10.158 13.179 19.794  -1.2422
C -9.325 12.098 20.670  0.4314
C -8.472 11.195 19.792  0.2244
O -7.433 11.955 19.202  -0.5107
C -6.971 11.658 17.853  -0.4545
N -8.378 12.872 21.533  -0.8851
H -9.597 13.553 18.937  0.1127
H -10.237 14.050 20.444  0.5536
H -11.126 12.830 19.434  0.2170
H -9.985 11.484 21.283  0.3633
H -9.113 11.005 18.931  -0.6260
H -8.072 10.283 20.236  0.6323
H -6.252 12.259 17.295  0.3963
H -7.779 11.435 17.156  -0.2832
H -6.496 10.678 17.910  0.4361
H -7.901 12.255 22.175  0.3078
H -7.651 13.016 20.847  0.3285
O -14.845 10.115 16.893  -0.7803
H -14.271 10.517 17.544  0.4455
H -14.276 9.516 16.409  0.1801
O -14.571 7.280 17.726  -0.8468
H -15.086 8.085 17.671  0.4059
H -13.976 7.323 16.978  0.2003
O -13.525 10.591 13.892  -0.7810
H -13.176 9.812 14.325  0.1656
H -13.483 11.276 14.559  0.3737

## Properties
charge: 0
spin multiplicity: 2
expectation value of S²: 0.75
highest occupied orbital energy (spin up / spin down): -8.6 / -8.6 eV
orbital gap (spin up / spin down): 0.301 / 0.115 Ha

=====

no.,energy (a.u.)
1,-5847.906893
2,-3181.137357